[1]
{
  "formula": "C4H6N",
  "method": "ωB97M-V/def2-TZVPD",
  "energy_ha": -210.20438,
  "charge": 1,
  "e_above_lowest_kcal_mol": 157.9,
  "mol_weight_g_mol": 68.10,
  "e_lumo_ev": -7.018,
  "max_force_ev_per_a": 3.657,
  "symbols": ["C", "C", "C", "C", "N", "H", "H", "H", "H", "H", "H"],
  "xyz": [[1.0933, -0.3254, -0.5161], [-0.1939, -0.0668, -0.5931], [2.2975, -0.7315, -0.3045], [-1.5982, -0.3815, -0.7522], [-1.1300, 1.0405, -0.3590], [2.5793, -1.3530, 0.6028], [3.2740, -0.5275, -0.9184], [-1.9156, -0.5143, 2.1169], [-1.8437, -0.5633, 1.2677], [-1.5106, 1.5572, 0.4940], [-1.0523, 1.8656, -1.0380]],
  "forces_ev_per_a": [[0.1969, -0.5037, 0.6763], [-2.2661, -0.0362, -0.1449], [2.5536, -0.2370, -0.1572], [2.2198, 0.3606, -0.2671], [0.0374, 3.6548, -0.1199], [-0.8319, 0.8330, -0.8746], [-2.2975, -0.2095, 0.7136], [0.2365, -0.1236, -2.7154], [-0.4324, -0.0729, 3.0472], [0.8315, -1.7618, -0.4625], [-0.2478, -1.9037, 0.3044]]
}

***

[2]
{
  "formula": "C4H6N2",
  "method": "ωB97M-V/def2-TZVPD",
  "energy_ha": -265.46220,
  "e_above_lowest_kcal_mol": 46.0,
  "mol_weight_g_mol": 82.11,
  "smiles": "N#CCN1CC1",
  "e_lumo_ev": 0.930,
  "max_force_ev_per_a": 1.115,
  "symbols": ["N", "C", "C", "N", "C", "C", "H", "H", "H", "H", "H", "H"],
  "xyz": [[0.4608, -0.2408, 2.9749], [-0.0348, 0.1707, 2.0148], [-0.6905, 0.6326, 0.7812], [0.2297, 0.6717, -0.3509], [-0.1419, -0.1340, -1.5048], [0.9845, -0.5386, -0.6337], [-1.5530, -0.0302, 0.6083], [-1.0841, 1.6407, 0.9479], [0.0315, 0.3196, -2.4768], [-1.0562, -0.7233, -1.4333], [0.8425, -1.4015, 0.0167], [2.0117, -0.3669, -0.9443]],
  "forces_ev_per_a": [[-0.4496, 0.4355, -0.9222], [0.4169, -0.3377, 0.8195], [-0.1369, -0.0215, 0.0508], [0.0064, 0.1215, 0.1085], [-0.1320, -0.0424, -0.2399], [0.1821, -0.1867, 0.0417], [0.1412, 0.0422, 0.0315], [0.0398, -0.1561, 0.0026], [0.0144, -0.0562, 0.1622], [0.1261, 0.1024, 0.0074], [-0.0328, 0.1446, -0.1000], [-0.1756, -0.0455, 0.0381]]
}

***

[3]
{
  "formula": "C4H6N2",
  "method": "ωB97M-V/def2-TZVPD",
  "energy_ha": -265.49054,
  "e_above_lowest_kcal_mol": 28.3,
  "mol_weight_g_mol": 82.11,
  "smiles": "[H]/N=C(/C)CC#N",
  "e_lumo_ev": 0.686,
  "max_force_ev_per_a": 2.843,
  "symbols": ["H", "N", "C", "C", "C", "C", "N", "H", "H", "H", "H", "H"],
  "xyz": [[0.6112, -0.9292, 1.7999], [1.1610, -0.5682, 1.0684], [0.5149, -0.1341, 0.0988], [1.1170, 0.5770, -1.1050], [-1.0617, -0.3040, -0.0870], [-1.6546, -0.1344, 1.2881], [-1.9393, -0.1022, 2.3913], [2.0677, 1.0601, -0.7558], [0.5163, 1.3832, -1.5318], [1.4924, -0.0665, -1.8681], [-1.3976, 0.5084, -0.7866], [-1.4272, -1.2901, -0.5123]],
  "forces_ev_per_a": [[-1.0169, -0.8203, 1.0482], [1.6434, 0.9598, -0.6590], [-1.9444, -0.2581, -2.0578], [1.8469, 1.1012, 1.5707], [-0.3377, 0.5453, 0.7135], [0.6674, -0.4386, -2.2809], [-0.4224, 0.1406, 0.9907], [-0.7937, -0.2715, -0.1072], [-0.2237, -0.3808, 0.1124], [-0.2821, -0.8240, -0.6797], [0.0402, -0.8028, 0.8532], [0.8230, 1.0492, 0.4959]]
}

***

[4]
{
  "formula": "C4H6N2",
  "method": "ωB97M-V/def2-TZVPD",
  "energy_ha": -265.33777,
  "e_above_lowest_kcal_mol": 124.1,
  "mol_weight_g_mol": 82.11,
  "e_lumo_ev": 0.984,
  "max_force_ev_per_a": 4.210,
  "symbols": ["C", "C", "C", "C", "N", "N", "H", "H", "H", "H", "H", "H"],
  "xyz": [[1.7368, 0.0601, -0.0364], [2.6242, 1.0464, -0.1075], [-0.6261, 0.0602, -0.0971], [-2.1337, 0.0131, -0.0318], [-0.1271, -1.1015, 0.1625], [1.3476, -1.0867, 0.2735], [2.7578, 1.2447, -1.1416], [2.7085, 1.7996, 0.5739], [-2.6225, 0.0975, -0.9790], [-2.4842, 0.8102, 0.5569], [-2.5076, -0.9526, 0.4614], [-0.6738, -1.9909, 0.3652]],
  "forces_ev_per_a": [[2.1010, -0.4433, 1.9185], [-2.2705, -2.7292, -2.2630], [-1.9407, -0.4262, -0.1339], [0.4222, -2.2698, 0.6752], [0.5967, 0.0940, 0.1963], [-1.3393, 0.0693, -0.6971], [0.9195, 0.5917, -0.8571], [0.3450, 1.6422, 1.9253], [-0.0494, 0.1255, -0.8200], [-0.4314, 1.1607, 0.8043], [0.2683, 0.9852, -0.5870], [1.3786, 1.1998, -0.1617]]
}

***

[5]
{
  "formula": "C4H6N2",
  "method": "ωB97M-V/def2-TZVPD",
  "energy_ha": -265.40397,
  "e_above_lowest_kcal_mol": 82.6,
  "mol_weight_g_mol": 82.11,
  "smiles": "[H]/N=C1/C[C@@H]2N[C@H]12",
  "e_lumo_ev": 0.936,
  "max_force_ev_per_a": 2.793,
  "symbols": ["H", "N", "C", "C", "C", "N", "C", "H", "H", "H", "H", "H"],
  "xyz": [[-0.4942, -0.9759, -2.0680], [-1.1118, -0.1633, -2.0693], [-0.6656, 0.0154, -0.9038], [-0.8661, 0.9295, 0.2650], [0.2197, 0.1513, 0.9958], [1.4551, 0.2212, 0.2092], [0.4657, -0.8431, -0.0641], [-0.6707, 1.9857, 0.0851], [-1.8661, 0.7805, 0.6835], [0.2265, -0.0269, 2.0565], [2.2252, -0.1362, 0.7764], [0.7828, -1.8938, 0.1235]],
  "forces_ev_per_a": [[-0.5405, -0.9063, -2.5863], [0.8784, -0.4585, 1.3474], [1.0516, -0.8907, 0.7822], [0.0231, 0.2528, 0.2106], [-0.0364, 0.4471, 0.8248], [0.0335, 0.3879, 0.2135], [-0.7103, 0.4387, -0.1740], [-0.0379, -0.0060, 0.0470], [0.1128, 0.0778, 0.0270], [0.1622, -0.0064, 0.1600], [-0.2364, -0.1294, -0.1842], [-0.7001, 0.7930, -0.6679]]
}

***

[6]
{
  "formula": "C4H6N2",
  "method": "ωB97M-V/def2-TZVPD",
  "energy_ha": -265.42238,
  "e_above_lowest_kcal_mol": 71.0,
  "mol_weight_g_mol": 82.11,
  "smiles": "C[C@H]1N[C@H]1C#N",
  "e_lumo_ev": 0.949,
  "max_force_ev_per_a": 2.747,
  "symbols": ["C", "C", "N", "C", "C", "N", "H", "H", "H", "H", "H", "H"],
  "xyz": [[-0.3835, -1.0321, 0.9983], [0.5578, -0.5219, -0.0581], [0.5359, -0.6578, -1.4933], [0.2667, 0.7025, -0.8162], [-1.1043, 1.1915, -0.6632], [-2.1573, 1.6145, -0.4241], [-1.4030, -1.1304, 0.6239], [-0.0440, -1.9920, 1.3930], [-0.3795, -0.3042, 1.8205], [1.6022, -0.5041, 0.2623], [-0.1790, -0.2728, -2.1067], [1.0079, 1.4601, -0.9754]],
  "forces_ev_per_a": [[-0.1357, -0.1541, -0.0708], [-0.0462, 0.4183, 0.4289], [0.4885, 1.6271, -0.6862], [0.5812, 0.7793, 1.0874], [-0.6113, 0.4434, 0.0783], [1.1430, -0.5221, -0.4117], [0.0534, -0.0098, 0.0572], [-0.0833, 0.0474, -0.1030], [-0.0565, -0.1957, -0.1323], [-0.1855, -0.3865, -0.0928], [-1.3432, -2.3799, -0.2775], [0.1957, 0.3326, 0.1224]]
}